(1)
18
Properties=species:S:1:pos:R:3:mulliken_charge:R:1 method="wB97M-V/def2-TZVPD" gap_ha=0.412 lumo_ev=0.6263 relative_energy_kcal_mol=1.5 homo_energy_ev=-10.5842
C 0.42565 -1.31430 0.43829 -1.64
H -0.25307 -1.68865 -0.32706 0.37
H 1.24530 1.06382 -0.94006 0.41
C -1.73772 0.25561 1.24101 -0.14
F -2.22490 -1.00106 1.18560 -0.32
F -1.37076 2.09217 2.64580 -0.24
N 1.60744 1.17574 2.55916 -0.50
H 0.28202 -1.89433 1.34910 0.37
C 0.22604 1.03174 -0.55412 -1.66
C 0.94605 0.70740 1.75298 -0.13
C 0.18510 0.15245 0.67744 1.65
H -2.22970 0.89187 0.50755 0.35
F -3.09357 0.88362 3.08174 -0.28
C -1.82587 0.83074 2.63912 0.77
H -0.42786 0.63498 -1.32892 0.41
H -0.07183 2.05106 -0.31400 0.40
F -1.13423 0.13952 3.54784 -0.24
H 1.45203 -1.45744 0.09689 0.42

---

(2)
19
Properties=species:S:1:pos:R:3:mulliken_charge:R:1 method="wB97M-V/def2-TZVPD" gap_ha="0.231 / 0.231" lumo_ev="-2.0677 / -2.0668" relative_energy_kcal_mol=53.1 homo_energy_ev="-8.3400 / -8.3417"
C 0.68846 2.09077 -1.20981 -1.01
F -1.38825 -2.06384 -0.39909 -0.32
C -2.81138 -0.09966 -0.14722 0.59
F -3.26531 -0.26927 -1.39412 -0.24
H -1.31020 -1.58662 2.04739 0.37
C -1.00285 -0.63091 1.55032 -1.66
H 0.01983 -0.43214 1.68207 0.39
S 1.56890 -2.02234 -0.94977 -0.30
C 0.41333 1.02980 -0.39903 -0.03
C -0.49542 -0.01320 -0.83091 -0.05
C -1.41311 -0.74415 0.11372 1.61
H 0.98266 -2.99480 -1.60773 0.08
H 0.69650 0.91613 0.60664 0.33
F -0.88818 -0.19544 -2.10407 -0.29
H 1.35757 2.80070 -0.82219 0.32
F -3.71278 -0.61392 0.66370 -0.26
H -1.54033 0.22118 2.00925 0.40
F -2.68428 1.16920 0.14346 -0.24
H 0.34770 2.23333 -2.21514 0.30

---

(3)
20
Properties=species:S:1:pos:R:3:mulliken_charge:R:1 method="wB97M-V/def2-TZVPD" gap_ha="0.190 / 0.190" charge=+2 lumo_ev="-10.7941 / -10.7944" spin_multiplicity=2 homo_energy_ev="-15.9748 / -15.9683"
O -1.16215 -2.61961 -0.60468 -0.33
C -1.79196 -1.61011 -1.22773 -0.32
H -1.13185 -1.25506 -2.05641 0.30
O 3.12607 -0.59861 0.73885 -0.12
O 1.65290 0.42585 1.92792 -0.09
O -2.71098 2.82199 -1.25438 -0.41
H -1.08332 1.81964 -0.40843 -0.12
C -2.16041 1.81447 -0.92561 0.63
C 2.12052 1.33565 1.15144 0.71
C 3.28662 0.79269 0.42522 -0.22
F 2.01900 2.52612 1.52272 -0.06
H 3.20067 0.95373 -0.66260 0.31
C 2.16659 -0.84810 1.53090 0.11
O -2.70027 0.62511 -1.09924 -0.25
H -2.62956 -2.04806 -1.82049 0.31
H 4.25947 1.17013 0.77750 0.34
C -2.27931 -0.49823 -0.31650 -0.22
K 0.41194 -3.77978 1.57264 1.01
H -1.52017 -0.14354 0.39494 0.17
H -3.07380 -0.88429 0.33395 0.27

---

(4)
15
Properties=species:S:1:pos:R:3:mulliken_charge:R:1 method="wB97M-V/def2-TZVPD" gap_ha=0.317 lumo_ev=0.8843 relative_energy_kcal_mol=15.0 homo_energy_ev=-7.7315 smiles="C/C=C1/CC(F)=CS1"
C -0.10555 -0.07792 -0.00196 0.13
S 0.20232 1.67558 0.00189 -0.22
H 1.26060 -1.53224 -0.89721 0.24
C 2.28696 0.13689 -0.00549 0.16
C 1.18981 -0.88110 0.00542 -0.49
H -3.24009 -0.11922 0.87537 0.28
H -1.38398 -1.71437 0.00059 0.32
C -2.61621 0.12892 -0.00102 -1.16
H -3.21860 -0.10789 -0.86299 0.30
H 2.62592 2.28999 0.00412 0.39
C -1.32550 -0.62007 0.00341 0.06
F 3.55140 -0.30626 0.00136 -0.27
C 1.95015 1.42874 0.00320 -0.28
H -2.45185 1.23064 -0.01568 0.29
H 1.27460 -1.53168 0.88900 0.25

---

(5)
21
Properties=species:S:1:pos:R:3:mulliken_charge:R:1 method="wB97M-V/def2-TZVPD" gap_ha="0.187 / 0.186" charge=+2 lumo_ev="-9.5273 / -12.9716" spin_multiplicity=9 homo_energy_ev="-14.6107 / -18.0372"
C 2.22027 -0.08257 1.59117 -0.31
O -2.01925 -0.31094 0.01811 -0.19
O 1.15913 0.66495 1.09070 -0.82
O -2.44576 0.67676 -2.00323 -0.40
C 1.97578 -0.87644 -1.48982 0.51
O 1.84425 0.26780 -1.84361 -0.54
H -3.62144 -1.57565 -0.22794 0.43
Li 1.05050 1.57218 -0.58040 0.91
O -0.95153 1.48819 -0.50543 -0.84
H -0.95371 -2.30336 -1.46927 0.34
C -1.75255 -2.53808 -0.76453 -0.41
O 2.59119 -1.36555 -0.47687 -0.26
H 2.79136 0.49777 2.33878 0.34
H 1.88659 -0.99958 2.10915 0.33
C -2.53705 -1.54591 -0.32356 0.27
C 3.21002 -0.48041 0.51791 -0.61
C -1.87698 0.73766 -0.95004 0.83
Gd -0.81813 0.71220 1.49387 1.36
H 3.61555 0.38841 -0.01798 0.38
H -2.12585 -3.56113 -0.72443 0.33
H 4.03210 -1.06800 0.93851 0.34

---

(6)
19
Properties=species:S:1:pos:R:3:mulliken_charge:R:1 method="wB97M-V/def2-TZVPD" gap_ha="0.270 / 0.207" charge=+1 lumo_ev="-4.5280 / -5.5664" spin_multiplicity=3 homo_energy_ev="-11.8648 / -11.1966"
O 3.39287 -1.57171 1.25139 -0.43
H 2.85999 -2.34490 1.48471 0.34
H 2.18237 3.31146 -1.06247 0.28
C 2.77452 -0.79519 0.37163 0.59
C -1.23382 -0.97603 -0.39334 -0.71
H 1.65001 1.83944 -2.12537 0.25
H -1.67394 -1.26029 1.70081 0.31
C 1.37195 -1.04562 0.15829 0.15
O -3.41531 -0.90460 0.64969 -0.46
O 0.37942 2.44694 -0.68155 -0.24
C 1.46005 2.50939 -1.27157 0.09
H -1.89474 0.40654 1.13205 0.08
Hg -5.49398 -1.60408 -0.31134 0.40
H -1.47674 -0.26083 -1.19920 0.27
O 3.36966 0.15733 -0.10378 -0.52
H -1.48179 -1.98510 -0.76666 0.33
Mg -0.86420 3.63011 0.40892 0.59
C -2.09604 -0.65960 0.86110 -0.34
C 0.18971 -0.89325 -0.10331 0.01

---

(7)
14
Properties=species:S:1:pos:R:3:mulliken_charge:R:1 method="wB97M-V/def2-TZVPD" gap_ha=0.287 lumo_ev=-0.6819 relative_energy_kcal_mol=118.4 homo_energy_ev=-8.4946
I -1.29373 -2.68539 -0.93655 0.09
C 0.12417 1.53683 -0.54602 -0.90
H 2.72410 -0.30505 1.19577 0.28
C 0.80237 0.27740 0.11581 0.21
C 2.13904 -0.46384 0.28789 -1.08
C -0.47307 0.24470 0.12088 0.44
H -0.11589 1.52253 -1.54501 0.28
H 2.09157 -1.50555 0.02736 0.28
H 2.80263 -0.06453 -0.51180 0.32
C -2.56447 -1.15949 -0.38779 -0.42
H -2.48486 0.90100 0.46042 0.29
H 0.08278 2.43909 -0.01823 0.29
C -1.91441 -0.07620 0.40073 -0.37
H -1.92023 -0.66149 1.33654 0.29

---

(8)
18
Properties=species:S:1:pos:R:3:mulliken_charge:R:1 method="wB97M-V/def2-TZVPD" gap_ha=0.288 lumo_ev=-0.8989 relative_energy_kcal_mol=0.0 homo_energy_ev=-8.7450
H 0.07451 -0.38169 1.50161 0.23
H 1.87881 -0.14164 -0.32277 0.36
H 0.78753 1.77241 0.95042 0.33
H 0.53029 0.06428 -1.50660 0.37
I -0.90667 1.99807 -2.78378 0.43
H -0.05558 -1.68067 0.10026 0.35
H -1.75738 -0.40210 -1.03733 0.49
C -1.59680 -0.10484 -0.06764 -0.86
C 0.72977 1.72696 -0.23920 -0.26
C -0.19675 -0.55409 0.33089 -0.46
I -1.05447 4.41513 -0.18007 0.27
H -2.16551 -0.78856 0.58873 0.31
I -3.65752 1.81661 -0.54085 0.29
C -0.69173 2.17555 -0.67319 -1.19
C 0.82681 0.26261 -0.54399 -0.64
C -1.70885 1.36467 0.14626 -0.54
I 2.16147 3.02441 -1.15867 0.18
I -1.62167 1.84919 2.26709 0.34

---

(9)
17
Properties=species:S:1:pos:R:3:mulliken_charge:R:1 method="wB97M-V/def2-TZVPD" gap_ha=0.271 lumo_ev=-0.8692 relative_energy_kcal_mol=40.0 homo_energy_ev=-8.2322
C -1.09996 -0.75036 0.02311 0.06
I 0.68747 2.81385 -0.66052 0.09
O -2.45946 -1.04699 0.19768 -0.55
H -1.00804 -0.27932 1.99525 0.40
H -1.18685 1.06780 0.82920 0.30
H 1.03900 1.14422 1.88416 0.32
H -0.47218 -1.65854 0.01401 0.29
O -1.33075 -0.39025 -2.37051 -0.46
H 1.53783 -0.58094 1.46667 0.30
S 2.13197 -0.90537 -2.26309 -0.22
C -0.81322 -0.26225 -1.32195 0.45
C -0.63723 0.16616 1.12120 -0.68
C 1.53089 0.83673 -0.15121 -0.35
H 2.69260 1.02007 0.01096 0.45
C 0.87333 0.39168 1.17191 -0.60
C 1.21617 -0.03581 -1.26996 -0.19
H -2.70155 -1.53069 -0.67691 0.39

---

(10)
21
Properties=species:S:1:pos:R:3:mulliken_charge:R:1 method="wB97M-V/def2-TZVPD" gap_ha="0.206 / 0.209" charge=+2 lumo_ev="-8.9894 / -8.9178" spin_multiplicity=2 relative_energy_kcal_mol=66.0 homo_energy_ev="-14.5995 / -14.5995"
H -1.00079 3.68029 0.62145 0.25
C 3.65031 -1.26726 -0.09493 0.91
C 1.54377 -0.75114 0.84574 -0.72
C -1.03859 2.98270 1.46910 -0.34
Li 5.87983 -1.37131 0.01386 0.89
H -2.56623 1.76095 2.46013 0.27
H -0.87097 3.51741 2.40807 0.32
O 4.17932 -0.92899 0.98162 -0.81
C -2.30373 2.13788 1.46442 -0.26
O 2.26912 -1.24740 -0.21071 -0.32
H -3.16306 2.63136 1.00048 0.27
H 1.59886 0.28781 1.45292 0.24
La -2.51543 0.87834 -2.05129 1.78
O -1.91346 1.02148 0.63707 -0.55
O -0.09298 0.67628 -0.68439 -0.68
H 1.61848 -1.41358 1.72013 0.45
C -0.51128 0.95633 0.62443 1.83
O -0.00967 1.99434 1.32520 -0.36
C 0.16575 -0.33636 0.53992 -0.74
H -0.47669 -1.20835 0.36644 0.37
O 4.24960 -1.74403 -1.07653 -0.80

---

(11)
21
Properties=species:S:1:pos:R:3:mulliken_charge:R:1 method="wB97M-V/def2-TZVPD" gap_ha="0.269 / 0.170" charge=+2 lumo_ev="-9.2419 / -12.9279" spin_multiplicity=7 relative_energy_kcal_mol=30.3 homo_energy_ev="-16.5634 / -17.5670"
H 2.90957 -0.43870 0.85125 0.31
O -0.78641 -1.24302 -1.60203 -0.33
H 0.51915 0.47183 -4.12105 0.33
Ru 0.22623 -1.86108 0.11525 1.43
H 3.21633 1.61309 2.14691 0.34
O -1.61992 -1.02849 0.38607 -0.75
C 0.49271 2.23043 0.61431 0.54
C 0.03899 0.35105 -3.15036 -0.42
C 2.20309 1.24429 1.95890 -0.61
C -1.94898 -0.90368 -0.83539 0.82
O 1.74210 2.00367 0.78924 -0.28
C 2.20826 -0.24345 1.68235 -0.27
H -1.12421 -1.40743 -3.63332 0.40
H 2.65400 -0.71639 2.57667 0.34
Li -0.74393 0.06367 1.81643 0.92
O -0.45631 1.95527 1.30307 -0.55
C -0.61841 -0.78547 -2.89591 0.19
H 1.55187 1.50774 2.80338 0.40
H -0.16099 1.24652 -2.56012 0.33
O 0.93588 -0.74426 1.42544 -0.77
O -2.90986 -0.42318 -1.36725 -0.38

---

(12)
21
Properties=species:S:1:pos:R:3:mulliken_charge:R:1 method="wB97M-V/def2-TZVPD" gap_ha="0.249 / 0.226" lumo_ev="-1.3100 / -1.3168" spin_multiplicity=2 relative_energy_kcal_mol=147.2 homo_energy_ev="-8.0942 / -7.4695"
O 4.28015 0.25143 -0.42297 -0.65
H 1.76375 -3.94760 -0.58954 0.40
O -3.84272 0.45961 -0.42949 -0.83
H -3.36603 -1.80001 -1.03694 0.36
O 2.26481 -0.62821 -0.68105 -0.32
H -1.60456 -3.47792 0.63954 0.28
H -0.57263 -3.06121 -0.77257 0.17
O 2.45681 1.36843 0.26713 -0.71
C 3.07396 0.38654 -0.22761 0.72
Tl 0.29572 1.92594 0.55165 0.65
Li -3.69606 2.43909 -0.19916 0.86
C -2.67355 0.42930 -0.02229 1.04
C 1.66287 -2.90797 -0.90772 -1.25
H 1.68942 -1.79410 0.90899 0.20
H 1.75773 -2.76621 -1.98628 0.38
O -1.98214 1.47199 0.17758 -0.86
C -1.73584 -2.99619 -0.33051 -0.60
O -2.00448 -0.72609 0.14525 -0.22
C 2.27678 -1.88204 -0.02237 0.10
C -2.44947 -1.88375 -0.45138 -0.07
H 3.31109 -2.17512 0.24222 0.33

---

(13)
21
Properties=species:S:1:pos:R:3:mulliken_charge:R:1 method="wB97M-V/def2-TZVPD" gap_ha="0.070 / 0.070" charge=+2 lumo_ev="-11.1403 / -11.1225" relative_energy_kcal_mol=45.3 homo_energy_ev="-13.0581 / -13.0338"
H -1.15104 -0.61626 3.70540 0.40
C -0.64682 -0.74082 2.74473 -0.43
O -2.39250 -0.62004 -0.27151 -0.96
O 1.18994 0.87512 -1.48503 -0.27
H -0.30515 1.39247 2.69263 0.32
C 0.18796 0.46939 2.36324 -0.34
O 0.30932 0.54368 0.95029 -0.38
H -0.07928 -1.67770 2.72508 0.28
O 0.54156 1.35073 -3.60537 -0.72
O 2.64666 1.62895 -2.98071 -0.71
H 1.17912 0.38050 2.82834 0.33
C 1.45509 1.34493 -2.75672 0.77
O -1.68386 -0.88885 1.73910 -0.58
H -0.49190 -0.76126 -1.79121 0.13
C 0.51057 -0.31647 -1.34579 -0.55
C -1.39461 -0.55997 0.46210 1.38
Mg -3.76491 -0.97562 1.16822 1.33
Na 2.37364 2.51525 -5.67812 0.89
C 0.04705 -0.62607 0.03503 0.31
H 0.37510 -1.63116 0.37148 0.33
H 1.09407 -1.08679 -1.87119 0.46

---

(14)
14
Properties=species:S:1:pos:R:3:mulliken_charge:R:1 method="wB97M-V/def2-TZVPD" gap_ha=0.359 lumo_ev=1.0208 relative_energy_kcal_mol=92.1 homo_energy_ev=-8.7536 smiles="C#C[C@@H]1C=CCN1"
H 2.46551 1.23320 -0.77179 0.28
H 2.24329 -1.11155 0.80849 0.21
H -4.05542 0.01462 -0.58771 0.36
H 1.85477 -1.39263 -0.96128 0.29
C 1.58344 -0.80410 -0.08107 -0.45
N 0.17987 -0.99115 0.24004 -0.43
C -3.00127 -0.17023 -0.30728 0.05
H 0.11298 2.31601 0.21815 0.37
C -1.86395 0.13685 -0.04308 -0.85
H -0.67292 0.13268 1.68733 0.20
C 0.44784 1.26832 0.15588 -0.38
C 1.49260 0.67768 -0.41817 -0.32
C -0.56629 0.18100 0.54264 0.39
H -0.22047 -1.49069 -0.48213 0.28